(1)
A structure of composition C26H32AsNO5S2TeZr, computed with ωB97M-V/def2-TZVPD.

Frontier orbital gap (spin up / spin down) in eV: 7.950 / 6.592
HOMO level (spin up / spin down) in eV: -11.403 / -11.410
Molecular weight in g mol⁻¹: 796.4
ΔE to the lowest compared entry with this formula, charge and spin in kcal per mole: 3.9
Lowest unoccupied orbital energy (spin up / spin down) in eV: -3.5 / -4.8
Net charge: +1
E in eV: -130288.3009
Spin multiplicity: 2
⟨S²⟩: 0.757

Geometry (Å):
Zr: -0.61 -0.92 1.34
O: -1.41 -3.15 1.74
S: -2.66 -2.35 1.68
O: -3.92 -2.95 1.85
O: -2.32 -1.20 2.64
O: -2.44 -1.61 0.35
C: -4.44 1.05 2.83
As: -3.74 1.49 1.09
C: -4.65 0.45 -0.24
C: -4.21 3.32 0.76
S: -1.59 1.49 0.95
H: -5.50 1.32 2.85
H: -3.89 1.62 3.57
H: -4.31 -0.02 3.01
H: -5.70 0.75 -0.24
H: -4.55 -0.61 -0.02
H: -4.20 0.67 -1.21
H: -5.30 3.42 0.78
H: -3.82 3.60 -0.21
H: -3.77 3.94 1.53
C: -0.30 3.92 -5.47
C: 0.08 3.13 -4.25
C: -0.60 1.96 -3.91
C: -0.26 1.20 -2.80
C: -1.05 -0.05 -2.54
C: 0.81 1.64 -2.00
Te: 1.52 0.47 -0.37
N: 0.72 0.10 2.95
C: 1.28 -1.07 3.05
O: 1.25 -1.74 1.91
C: 1.77 -1.67 4.29
C: 1.53 -3.03 4.51
C: 1.97 -3.60 5.69
C: 2.66 -2.83 6.62
C: 2.90 -1.49 6.39
C: 2.44 -0.89 5.22
C: 1.81 -1.38 -1.35
C: 0.86 -2.37 -1.16
C: 1.02 -3.63 -1.70
C: 2.16 -3.89 -2.46
C: 3.10 -2.89 -2.66
C: 2.95 -1.62 -2.12
C: 3.98 -0.56 -2.39
C: 1.50 2.82 -2.30
C: 2.65 3.37 -1.50
C: 1.12 3.54 -3.43
H: -1.19 3.52 -5.94
H: 0.51 3.90 -6.20
H: -0.48 4.97 -5.21
H: -1.43 1.63 -4.53
H: -2.03 0.02 -3.01
H: -1.22 -0.20 -1.47
H: -0.55 -0.93 -2.94
H: 1.00 -3.61 3.77
H: 1.79 -4.65 5.88
H: 3.02 -3.29 7.53
H: 3.44 -0.90 7.12
H: 2.62 0.16 5.03
H: -0.10 -2.19 -0.67
H: 0.27 -4.40 -1.54
H: 2.31 -4.87 -2.89
H: 3.97 -3.10 -3.27
H: 4.90 -1.00 -2.77
H: 4.22 0.01 -1.49
H: 3.61 0.15 -3.14
H: 2.76 2.91 -0.52
H: 2.51 4.44 -1.34
H: 3.59 3.24 -2.03
H: 1.65 4.45 -3.66

(2)
A structure of composition C26H32BCl4F4N7O3STeZr, computed with ωB97M-V/def2-TZVPD.

Frontier orbital gap in eV: 7.328
HOMO level in eV: -7.181
Molecular weight in g mol⁻¹: 970.1
ΔE to the lowest compared entry with this formula, charge and spin in kcal per mole: 11.9
Lowest unoccupied orbital energy in eV: 0.1
E in eV: -125112.9071
Spin multiplicity: 1

Geometry (Å):
Zr: 0.11 -0.42 0.00
C: -2.40 1.70 -0.73
C: -1.83 2.05 0.63
N: -0.37 1.87 0.67
C: 0.47 2.89 0.04
C: 0.61 2.61 -1.44
N: 0.83 1.17 -1.67
C: 0.19 0.72 -2.92
C: -1.34 0.64 -2.72
N: -1.73 0.48 -1.29
H: -2.27 2.52 -1.42
H: -3.46 1.50 -0.64
H: -2.23 1.38 1.39
H: -2.12 3.07 0.90
H: -0.12 1.84 1.65
H: 1.45 2.82 0.52
H: 0.08 3.90 0.21
H: 1.42 3.20 -1.87
H: -0.30 2.90 -1.97
H: 1.84 0.99 -1.72
H: 0.58 -0.27 -3.17
H: 0.42 1.39 -3.75
H: -1.71 -0.21 -3.28
H: -1.82 1.54 -3.11
H: -2.40 -0.28 -1.23
Cl: 1.03 0.99 6.72
C: 1.31 0.74 5.03
C: 2.57 0.96 4.49
Cl: 3.88 1.47 5.49
C: 2.78 0.78 3.12
Cl: 4.33 1.03 2.39
C: 1.74 0.36 2.30
O: 1.84 0.18 0.99
C: 0.48 0.10 2.86
O: -0.45 -0.31 2.01
C: 0.26 0.32 4.21
Cl: -1.34 0.08 4.81
C: 2.73 -4.89 0.26
N: 2.55 -3.78 -0.67
C: 2.94 -2.55 -0.41
N: 3.73 -2.29 0.62
S: 2.45 -1.29 -1.47
H: 2.20 -5.75 -0.13
H: 2.31 -4.65 1.24
H: 3.79 -5.14 0.35
H: 1.80 -3.85 -1.36
H: 3.89 -2.98 1.34
H: 3.87 -1.32 0.86
N: -3.21 -2.84 4.45
C: -3.94 -1.87 3.83
O: -4.50 -0.97 4.42
C: -4.06 -2.02 2.34
C: -4.15 -3.25 1.70
C: -4.27 -3.27 0.32
C: -4.26 -2.07 -0.36
N: -4.16 -0.88 0.24
C: -4.08 -0.87 1.57
H: -3.02 -2.66 5.43
H: -2.45 -3.26 3.93
H: -4.13 -4.17 2.28
H: -4.35 -4.20 -0.22
H: -4.32 -2.06 -1.44
H: -4.02 0.09 2.07
F: -1.39 -2.15 0.70
B: -0.48 -3.05 1.41
F: 0.79 -2.41 1.09
F: -0.71 -3.04 2.76
F: -0.52 -4.31 0.88
Te: -0.81 -2.74 -2.08
C: -0.23 -2.35 -4.08
C: -1.19 -1.95 -5.02
C: -0.85 -1.69 -6.34
C: 0.47 -1.81 -6.75
C: 1.43 -2.23 -5.84
C: 1.09 -2.50 -4.53
H: -2.23 -1.87 -4.71
H: -1.61 -1.38 -7.04
H: 0.74 -1.60 -7.78
H: 2.46 -2.35 -6.16
H: 1.85 -2.81 -3.83

(3)
A structure of composition C26H32Br2F3N3S5Sr, computed with ωB97M-V/def2-TZVPD.

Frontier orbital gap in eV: 8.468
HOMO level in eV: -14.057
Molecular weight in g mol⁻¹: 851.3
ΔE to the lowest compared entry with this formula, charge and spin in kcal per mole: 0.0
Lowest unoccupied orbital energy in eV: -5.6
Net charge: +2
E in eV: -235193.4409
Spin multiplicity: 1

Geometry (Å):
Sr: -0.11 0.25 0.14
C: -2.99 -1.43 2.65
C: -3.66 -1.64 1.29
S: -3.23 -0.30 0.16
C: -3.73 -1.00 -1.43
C: -2.89 -2.16 -1.93
S: -1.18 -1.66 -2.28
C: -0.36 -3.28 -2.23
C: -0.22 -3.90 -0.85
S: 0.85 -2.91 0.23
C: 0.45 -3.60 1.85
C: -0.95 -3.30 2.36
S: -1.18 -1.52 2.64
H: -3.37 -2.16 3.36
H: -3.23 -0.44 3.05
H: -4.74 -1.64 1.42
H: -3.37 -2.59 0.86
H: -3.70 -0.16 -2.13
H: -4.77 -1.31 -1.36
H: -3.32 -2.55 -2.85
H: -2.87 -2.97 -1.20
H: 0.62 -3.12 -2.70
H: -0.91 -3.95 -2.88
H: 0.23 -4.89 -0.95
H: -1.19 -4.01 -0.38
H: 1.21 -3.20 2.53
H: 0.60 -4.68 1.81
H: -1.11 -3.81 3.31
H: -1.71 -3.65 1.66
Br: 4.62 0.81 5.44
C: 3.43 0.70 4.01
C: 3.72 -0.09 2.92
C: 2.79 -0.12 1.90
N: 1.64 0.57 1.92
C: 1.37 1.34 2.99
C: 2.24 1.42 4.06
C: 0.07 2.09 2.97
C: -0.30 2.93 4.01
C: -1.52 3.59 3.94
Br: -2.04 4.72 5.33
C: -2.35 3.40 2.85
C: -1.90 2.56 1.85
N: -0.73 1.92 1.89
H: 4.63 -0.66 2.86
H: 2.97 -0.73 1.02
H: 2.03 2.03 4.92
H: 0.33 3.08 4.87
H: -3.30 3.90 2.77
H: -2.52 2.39 0.98
C: -1.56 2.00 -3.66
S: -1.71 2.19 -1.87
C: -1.85 3.98 -1.73
H: -2.48 2.30 -4.15
H: -1.35 0.96 -3.88
H: -0.73 2.62 -4.03
H: -1.04 4.46 -2.27
H: -1.78 4.25 -0.67
H: -2.81 4.31 -2.11
F: 5.50 -0.40 -5.02
C: 5.07 0.78 -4.59
F: 4.64 1.48 -5.64
F: 6.11 1.44 -4.07
C: 3.97 0.64 -3.56
C: 3.31 1.77 -3.11
C: 2.33 1.62 -2.16
N: 1.98 0.44 -1.65
C: 2.63 -0.65 -2.09
C: 3.63 -0.59 -3.04
H: 3.56 2.75 -3.50
H: 1.79 2.49 -1.80
H: 2.35 -1.60 -1.65
H: 4.13 -1.49 -3.37

(4)
A structure of composition C26H32Br2F3N3S5Sr, computed with ωB97M-V/def2-TZVPD.

Frontier orbital gap in eV: 8.059
HOMO level in eV: -13.109
Molecular weight in g mol⁻¹: 851.3
ΔE to the lowest compared entry with this formula, charge and spin in kcal per mole: 81.1
Lowest unoccupied orbital energy in eV: -5.0
Net charge: +2
E in eV: -235189.9255
Spin multiplicity: 1

Geometry (Å):
Sr: -0.50 -0.48 0.56
C: -0.38 -0.28 3.65
C: -1.18 -1.54 3.16
S: -2.80 -1.17 2.43
C: -3.16 -2.72 1.55
C: -3.93 -2.46 0.26
S: -3.09 -1.35 -0.92
C: -2.53 -2.50 -2.21
C: -1.27 -3.30 -1.89
S: 0.20 -2.21 -1.89
C: 1.12 -2.91 -0.49
C: 2.25 -1.97 0.00
S: 0.86 0.64 2.61
H: 0.17 -0.63 4.53
H: -1.10 0.44 4.04
H: -1.26 -2.16 4.06
H: -0.66 -2.18 2.43
H: -3.74 -3.38 2.20
H: -2.21 -3.22 1.33
H: -4.89 -1.99 0.49
H: -4.15 -3.40 -0.24
H: -2.39 -1.88 -3.10
H: -3.35 -3.18 -2.45
H: -1.12 -4.08 -2.64
H: -1.36 -3.78 -0.91
H: 1.54 -3.88 -0.76
H: 0.38 -3.11 0.30
H: 2.08 -0.91 -0.22
H: 3.21 -2.21 -0.46
Br: -1.31 6.09 3.04
C: -1.62 4.42 2.25
C: -2.26 3.41 2.95
C: -2.41 2.19 2.33
N: -1.99 1.91 1.09
C: -1.45 2.92 0.40
C: -1.22 4.18 0.95
C: -1.13 2.66 -1.02
C: -1.22 3.69 -1.95
C: -0.98 3.42 -3.29
Br: -1.10 4.78 -4.56
C: -0.65 2.13 -3.66
C: -0.58 1.17 -2.67
N: -0.81 1.40 -1.37
H: -2.63 3.57 3.95
H: -2.91 1.39 2.86
H: -0.72 4.95 0.38
H: -1.52 4.68 -1.64
H: -0.45 1.87 -4.69
H: -0.29 0.16 -2.94
C: 3.21 -3.77 1.92
S: 2.46 -2.14 1.81
C: 3.85 -1.08 2.13
H: 4.06 -3.85 1.24
H: 2.45 -4.51 1.69
H: 3.53 -3.89 2.95
H: 3.96 -1.04 3.22
H: 3.58 -0.09 1.77
H: 4.74 -1.48 1.65
F: 7.26 0.25 -2.74
C: 6.44 1.26 -3.08
F: 6.64 1.52 -4.38
F: 6.80 2.33 -2.37
C: 5.01 0.87 -2.83
C: 4.17 1.64 -2.04
C: 2.87 1.21 -1.84
N: 2.39 0.08 -2.36
C: 3.20 -0.64 -3.14
C: 4.51 -0.29 -3.40
H: 4.53 2.56 -1.59
H: 2.19 1.79 -1.23
H: 2.77 -1.54 -3.57
H: 5.13 -0.91 -4.04

(5)
A structure of composition C26H32BrIN5NiOPSe, computed with ωB97M-V/def2-TZVPD.

Frontier orbital gap (spin up / spin down) in eV: 7.930 / 7.909
HOMO level (spin up / spin down) in eV: -7.868 / -8.108
Molecular weight in g mol⁻¹: 806.0
Lowest unoccupied orbital energy (spin up / spin down) in eV: 0.1 / -0.2
E in eV: -230802.5578
Spin multiplicity: 3
⟨S²⟩: 2.008

Geometry (Å):
Ni: 0.57 -0.05 0.01
Se: 2.92 0.19 0.56
C: 2.81 -1.28 1.68
N: 2.72 -2.21 2.36
N: -0.88 6.99 -1.71
C: -0.66 5.89 -1.46
C: -0.39 4.50 -1.13
C: 0.30 3.70 -2.03
C: 0.55 2.37 -1.71
C: 0.13 1.80 -0.50
C: -0.55 2.64 0.38
C: -0.81 3.97 0.08
H: 0.64 4.11 -2.97
H: 1.10 1.77 -2.43
H: -0.92 2.26 1.33
H: -1.34 4.61 0.78
O: -1.05 -0.86 0.72
P: -1.97 -0.63 1.90
N: -2.82 -1.96 2.35
C: -2.07 -3.16 2.79
C: -3.19 -4.14 3.11
C: -4.29 -3.81 2.09
C: -3.92 -2.44 1.50
N: -3.07 0.49 1.44
C: -4.05 1.09 2.36
C: -4.97 1.89 1.43
C: -4.96 1.08 0.14
C: -3.51 0.60 0.03
N: -1.16 -0.23 3.24
C: 0.17 0.39 3.30
C: -0.03 1.58 4.26
C: -1.24 1.20 5.14
C: -1.76 -0.13 4.58
H: -1.44 -2.92 3.65
H: -1.43 -3.53 1.98
H: -3.55 -3.97 4.13
H: -2.85 -5.17 3.04
H: -5.27 -3.79 2.57
H: -4.34 -4.56 1.30
H: -4.75 -1.73 1.52
H: -3.59 -2.55 0.46
H: -3.56 1.73 3.09
H: -4.61 0.32 2.91
H: -4.55 2.88 1.26
H: -5.96 2.01 1.86
H: -5.25 1.68 -0.73
H: -5.64 0.24 0.21
H: -2.89 1.32 -0.50
H: -3.42 -0.36 -0.48
H: 0.52 0.72 2.32
H: 0.90 -0.33 3.68
H: -0.24 2.48 3.68
H: 0.87 1.76 4.84
H: -2.01 1.97 5.11
H: -0.95 1.08 6.19
H: -2.85 -0.19 4.52
H: -1.43 -0.97 5.19
Br: 1.86 -4.10 -0.38
C: 0.07 -4.10 -0.94
C: -0.73 -5.19 -0.58
C: -2.05 -5.25 -0.98
C: -2.60 -4.22 -1.74
C: -1.82 -3.12 -2.08
C: -0.49 -3.07 -1.69
I: 0.61 -1.41 -2.27
H: -0.29 -5.98 0.01
H: -2.65 -6.11 -0.71
H: -3.63 -4.27 -2.06
H: -2.24 -2.31 -2.66

(6)
A structure of composition C26H32Cl2N7O3Pt, computed with ωB97M-V/def2-TZVPD.

Frontier orbital gap in eV: 6.907
HOMO level in eV: -10.365
Molecular weight in g mol⁻¹: 756.6
ΔE to the lowest compared entry with this formula, charge and spin in kcal per mole: 0.0
Lowest unoccupied orbital energy in eV: -3.5
Net charge: +1
E in eV: -72340.1317
Spin multiplicity: 1

Geometry (Å):
Pt: 1.16 -0.62 -0.09
C: 3.57 0.45 -1.36
N: 3.19 -0.23 -0.05
C: 3.96 -1.53 -0.01
N: 5.37 -1.32 -0.11
C: 5.67 -0.65 -1.38
N: 5.00 0.65 -1.46
C: 5.44 1.48 -0.34
N: 5.14 0.84 0.95
C: 3.72 0.64 1.06
C: 5.81 -0.46 0.99
H: 3.06 1.40 -1.41
H: 3.22 -0.19 -2.17
H: 3.59 -2.15 -0.83
H: 3.72 -2.02 0.93
H: 5.34 -1.28 -2.21
H: 6.75 -0.50 -1.46
H: 4.94 2.45 -0.38
H: 6.51 1.64 -0.41
H: 3.18 1.59 1.02
H: 3.48 0.14 2.00
H: 5.59 -0.95 1.94
H: 6.89 -0.31 0.91
Cl: -6.13 -1.07 0.91
C: -5.25 0.24 1.63
C: -5.87 1.04 2.57
C: -5.16 2.06 3.18
C: -3.84 2.29 2.84
C: -3.25 1.50 1.87
Cl: -1.60 1.84 1.39
C: -3.92 0.45 1.24
N: -3.29 -0.37 0.30
C: -3.64 -0.32 -1.06
C: -4.42 0.71 -1.57
C: -4.75 0.75 -2.91
C: -4.29 -0.24 -3.77
C: -3.52 -1.27 -3.26
C: -3.18 -1.34 -1.91
C: -2.42 -2.54 -1.42
C: -0.97 -2.29 -1.04
O: -0.09 -3.08 -1.27
O: -0.79 -1.13 -0.43
H: -6.90 0.84 2.83
H: -5.64 2.68 3.92
H: -3.27 3.09 3.29
H: -2.30 -0.54 0.46
H: -4.77 1.49 -0.90
H: -5.37 1.55 -3.28
H: -4.55 -0.21 -4.82
H: -3.17 -2.05 -3.93
H: -2.41 -3.31 -2.19
H: -2.91 -2.97 -0.54
C: 0.42 -0.65 3.70
O: 1.42 -0.81 2.65
C: 1.13 -1.50 1.58
C: 0.73 -2.91 1.77
H: 0.06 -1.61 4.05
H: -0.40 -0.05 3.30
H: 0.93 -0.12 4.50
H: 0.47 -3.16 2.80
H: 1.59 -3.51 1.45
H: -0.07 -3.19 1.08
N: -0.78 1.19 -1.75
C: -1.24 2.41 -2.04
C: -0.23 3.30 -1.76
C: 0.82 2.51 -1.29
N: 0.48 1.22 -1.28
H: -1.27 0.30 -1.75
H: -2.24 2.55 -2.41
H: -0.25 4.37 -1.88
H: 1.79 2.83 -0.95

(7)
A structure of composition C26H32EuNO4S2, computed with ωB97M-V/def2-TZVPD.

Frontier orbital gap (spin up / spin down) in eV: 7.619 / 7.813
HOMO level (spin up / spin down) in eV: -7.775 / -7.816
Molecular weight in g mol⁻¹: 638.6
ΔE to the lowest compared entry with this formula, charge and spin in kcal per mole: 34.1
Lowest unoccupied orbital energy (spin up / spin down) in eV: -0.2 / 0.0
E in eV: -78156.9055
Spin multiplicity: 7
⟨S²⟩: 12.018

Geometry (Å):
O: 4.09 -1.24 -6.77
C: 5.55 -1.35 -6.64
C: 5.81 -1.11 -8.14
H: 5.86 -2.34 -6.27
H: 5.95 -0.57 -5.97
C: 4.24 -1.01 -8.20
H: 6.23 -1.96 -8.68
H: 6.33 -0.17 -8.37
C: 3.59 -2.11 -9.02
H: 3.98 -3.09 -8.72
H: 3.77 -1.98 -10.10
H: 2.50 -2.10 -8.85
C: 3.72 0.36 -8.59
H: 4.21 1.14 -7.99
H: 2.63 0.41 -8.41
H: 3.90 0.58 -9.66
Eu: 0.13 -0.13 0.04
C: -0.65 2.17 0.90
C: 0.40 1.64 1.75
C: 1.61 1.58 0.99
H: 0.26 1.23 2.77
C: 1.32 2.08 -0.34
C: -0.08 2.43 -0.39
H: -0.61 2.79 -1.28
H: -1.70 2.29 1.19
H: 2.55 1.11 1.31
H: 2.03 2.12 -1.18
C: -2.27 -0.70 0.59
C: -2.36 0.15 -0.57
C: -1.70 -0.52 -1.66
H: -2.79 1.16 -0.60
C: -1.22 -1.79 -1.18
C: -1.58 -1.91 0.21
H: -1.27 -2.72 0.89
H: -2.61 -0.45 1.61
H: -1.56 -0.11 -2.67
H: -0.59 -2.51 -1.73
O: 1.52 -0.62 -1.59
C: 1.36 -0.15 -2.96
C: 2.78 -0.12 -3.50
H: 0.85 0.83 -2.94
H: 0.73 -0.89 -3.47
C: 3.48 -1.23 -2.70
H: 3.24 0.85 -3.27
H: 2.80 -0.28 -4.58
C: 2.88 -1.08 -1.32
H: 4.56 -1.13 -2.69
H: 3.21 -2.21 -3.12
H: 3.38 -0.30 -0.73
H: 2.79 -2.00 -0.73
O: -1.50 -3.61 6.25
S: -2.21 -3.18 5.07
O: -3.09 -4.10 4.40
N: -1.01 -2.79 3.93
C: -0.87 -1.57 3.51
S: 0.49 -1.36 2.52
C: -1.91 -0.67 4.13
C: -2.18 0.70 3.95
C: -3.19 1.35 4.68
C: -3.97 0.64 5.60
C: -3.73 -0.74 5.78
C: -2.71 -1.38 5.04
H: -1.62 1.31 3.23
H: -3.37 2.41 4.52
H: -4.75 1.15 6.16
H: -4.33 -1.31 6.48